Entry 1:
Here is C61H53As2N3O5P2S3Sn as an isolated structure from the Open Molecules 2025 dataset. Energies are from ωB97M-V with the def2-TZVPD basis set.

The value obtained for the frontier orbital gap is 7.1 eV. The HOMO energy comes out at -7.3 eV.

Positions of all 130 atoms, in Å:
Sn (0.10, 0.24, -0.49)
O (-2.80, -0.39, 2.75)
C (-2.35, -0.61, 4.03)
C (-3.10, -1.25, 5.02)
C (-2.59, -1.34, 6.30)
C (-1.35, -0.79, 6.61)
C (-0.57, -0.26, 5.60)
C (-1.04, -0.20, 4.29)
P (0.05, 0.21, 2.86)
C (0.57, 1.90, 3.41)
C (-0.42, 2.79, 3.43)
C (-0.25, 4.17, 3.85)
C (0.93, 4.63, 4.27)
C (2.17, 3.79, 4.23)
C (1.99, 2.33, 3.71)
C (1.44, -0.97, 3.19)
C (1.21, -2.18, 3.85)
C (2.24, -3.08, 4.06)
C (3.52, -2.80, 3.60)
C (3.74, -1.64, 2.89)
C (2.71, -0.74, 2.67)
C (-4.07, 0.04, 2.44)
C (-5.06, 0.38, 3.36)
C (-6.32, 0.74, 2.91)
C (-6.61, 0.78, 1.55)
C (-5.60, 0.52, 0.64)
C (-4.33, 0.17, 1.07)
P (-2.93, 0.00, -0.11)
C (-3.18, 1.52, -1.10)
C (-2.88, 1.56, -2.46)
C (-2.87, 2.77, -3.15)
C (-3.16, 3.95, -2.48)
C (-3.45, 3.92, -1.12)
C (-3.46, 2.72, -0.44)
C (-3.54, -1.40, -1.12)
C (-4.42, -1.28, -2.19)
C (-4.85, -2.42, -2.86)
C (-4.43, -3.67, -2.45)
C (-3.56, -3.79, -1.38)
C (-3.10, -2.66, -0.72)
H (-4.05, -1.69, 4.78)
H (-3.17, -1.84, 7.07)
H (-0.98, -0.83, 7.63)
H (0.42, 0.11, 5.82)
H (-1.43, 2.48, 3.16)
H (-1.12, 4.82, 3.86)
H (1.06, 5.64, 4.64)
H (2.68, 3.86, 5.19)
H (2.48, 1.59, 4.34)
H (0.21, -2.43, 4.19)
H (2.04, -4.01, 4.59)
H (4.33, -3.50, 3.78)
H (4.73, -1.42, 2.50)
H (2.88, 0.13, 2.05)
H (-4.86, 0.40, 4.42)
H (-7.09, 0.99, 3.63)
H (-7.60, 1.05, 1.21)
H (-5.80, 0.61, -0.42)
H (-2.65, 0.65, -2.99)
H (-2.63, 2.79, -4.20)
H (-3.14, 4.89, -3.01)
H (-3.67, 4.84, -0.59)
H (-3.68, 2.70, 0.62)
H (-4.76, -0.31, -2.52)
H (-5.52, -2.32, -3.71)
H (-4.79, -4.56, -2.96)
H (-3.23, -4.77, -1.06)
H (-2.40, -2.75, 0.10)
C (4.95, -0.80, -0.31)
As (3.09, -0.82, -0.95)
C (3.29, 0.58, -2.31)
C (3.12, -2.40, -2.08)
C (3.99, -2.51, -3.16)
C (3.89, -3.57, -4.05)
C (2.88, -4.51, -3.87)
C (2.04, -4.42, -2.78)
C (2.17, -3.39, -1.85)
As (1.08, -3.29, -0.23)
C (0.35, -5.11, -0.23)
C (2.51, -3.68, 1.07)
H (5.64, -0.79, -1.15)
H (5.14, -1.68, 0.31)
H (5.10, 0.10, 0.29)
H (4.18, 0.42, -2.92)
H (3.36, 1.55, -1.81)
H (2.41, 0.59, -2.95)
H (4.76, -1.76, -3.32)
H (4.57, -3.64, -4.89)
H (2.77, -5.32, -4.58)
H (1.26, -5.17, -2.66)
H (-0.43, -5.22, -0.99)
H (-0.10, -5.31, 0.74)
H (1.14, -5.84, -0.41)
H (3.14, -4.50, 0.73)
H (2.05, -3.96, 2.02)
H (3.12, -2.80, 1.25)
O (-0.07, 2.63, -0.81)
C (0.54, 3.65, -0.41)
C (1.52, 3.74, 0.60)
C (1.97, 5.03, 1.04)
C (2.75, 5.21, 2.11)
C (3.14, 4.10, 3.03)
C (2.87, 2.69, 2.46)
C (2.07, 2.58, 1.20)
O (1.91, 1.42, 0.75)
N (3.18, 6.53, 2.48)
O (3.78, 6.65, 3.54)
O (2.90, 7.47, 1.75)
H (0.25, 4.61, -0.87)
H (1.66, 5.90, 0.47)
H (4.16, 4.23, 3.37)
H (3.76, 2.07, 2.36)
S (-0.96, 0.67, -8.31)
C (-0.39, 0.15, -6.85)
S (-1.49, -0.14, -5.51)
C (-0.12, -0.56, -4.47)
N (1.00, -0.48, -5.09)
N (0.88, -0.10, -6.40)
C (2.13, -0.03, -7.11)
C (2.24, 0.18, -8.48)
C (3.49, 0.25, -9.07)
C (4.65, 0.11, -8.32)
C (4.54, -0.12, -6.95)
C (3.30, -0.19, -6.35)
S (-0.33, -1.09, -2.86)
H (1.36, 0.28, -9.09)
H (3.56, 0.42, -10.14)
H (5.62, 0.18, -8.79)
H (5.43, -0.24, -6.35)
H (3.21, -0.38, -5.29)


Entry 2:
Here is C61H56O5P2S3Tl as an isolated structure at a distorted geometry from the Open Molecules 2025 dataset. Energies are from ωB97M-V with the def2-TZVPD basis set.

As for the spin multiplicity: 2. The value obtained for the frontier orbital gap (spin up / spin down) is 7.2 / 5.1 eV. The HOMO energy (spin up / spin down) comes out at -11.9 / -11.9 eV. As for the total charge: +2.

Positions of all 128 atoms, in Å:
Tl (14.77, 8.78, 14.94)
C (18.63, 4.59, 13.43)
C (17.71, 3.76, 14.27)
P (16.21, 4.80, 14.39)
C (15.21, 4.07, 15.65)
C (15.45, 2.79, 16.18)
C (14.74, 2.30, 17.25)
C (13.72, 3.08, 17.82)
C (13.45, 4.36, 17.32)
C (14.21, 4.85, 16.25)
C (15.28, 4.69, 12.82)
C (14.25, 3.81, 12.61)
C (13.69, 3.57, 11.35)
C (14.14, 4.35, 10.29)
C (15.19, 5.22, 10.47)
C (15.77, 5.40, 11.71)
P (18.37, 6.32, 13.81)
C (19.45, 7.21, 12.67)
C (20.47, 6.59, 11.93)
C (21.28, 7.27, 11.02)
C (21.03, 8.62, 10.77)
C (20.02, 9.22, 11.51)
C (19.23, 8.55, 12.43)
C (18.99, 6.54, 15.51)
C (20.35, 6.60, 15.84)
C (20.68, 6.52, 17.20)
C (19.77, 6.44, 18.24)
C (18.42, 6.57, 17.91)
C (18.08, 6.60, 16.57)
H (18.39, 4.44, 12.37)
H (19.66, 4.29, 13.54)
H (18.06, 3.63, 15.27)
H (17.47, 2.78, 13.86)
H (16.28, 2.21, 15.80)
H (14.90, 1.30, 17.62)
H (13.03, 2.64, 18.56)
H (12.65, 4.93, 17.75)
H (14.04, 5.86, 15.92)
H (13.83, 3.26, 13.44)
H (12.78, 2.96, 11.21)
H (13.62, 4.34, 9.32)
H (15.56, 5.78, 9.63)
H (16.51, 6.15, 11.86)
H (20.65, 5.52, 12.07)
H (22.11, 6.77, 10.53)
H (21.64, 9.17, 10.04)
H (19.83, 10.29, 11.39)
H (18.46, 9.13, 12.95)
H (21.11, 6.69, 15.06)
H (21.73, 6.64, 17.42)
H (20.10, 6.37, 19.27)
H (17.70, 6.65, 18.71)
H (17.04, 6.82, 16.32)
C (6.61, 6.69, 17.85)
C (7.98, 7.33, 17.72)
C (8.96, 6.66, 17.02)
C (10.23, 7.17, 16.95)
C (10.54, 8.40, 17.58)
C (9.56, 9.13, 18.23)
C (8.29, 8.54, 18.32)
S (12.24, 8.87, 17.54)
O (12.75, 9.20, 18.86)
C (12.10, 10.32, 16.51)
C (11.63, 9.94, 15.24)
C (11.59, 10.82, 14.20)
C (12.19, 12.10, 14.37)
C (12.23, 13.02, 13.28)
C (12.72, 14.28, 13.49)
C (13.27, 14.65, 14.77)
C (13.27, 13.79, 15.83)
C (12.68, 12.47, 15.66)
C (12.57, 11.59, 16.77)
C (13.07, 12.04, 18.11)
C (12.21, 12.83, 18.91)
C (10.91, 13.13, 18.48)
C (10.05, 13.87, 19.23)
C (10.45, 14.27, 20.52)
C (11.73, 14.06, 20.95)
C (12.64, 13.32, 20.15)
C (13.97, 13.02, 20.56)
C (14.82, 12.30, 19.81)
C (14.35, 11.76, 18.59)
S (15.24, 10.55, 17.68)
O (16.09, 11.27, 16.63)
C (16.31, 9.91, 18.95)
C (17.63, 10.33, 19.04)
C (18.49, 9.77, 19.98)
C (18.04, 8.77, 20.82)
C (18.93, 8.06, 21.79)
C (16.68, 8.35, 20.73)
C (15.83, 8.90, 19.78)
H (6.33, 6.12, 16.94)
H (5.83, 7.40, 18.10)
H (6.59, 5.96, 18.65)
H (8.77, 5.72, 16.50)
H (11.06, 6.66, 16.49)
H (9.77, 10.14, 18.64)
H (7.50, 9.09, 18.86)
H (11.23, 8.93, 15.15)
H (11.11, 10.55, 13.22)
H (11.87, 12.73, 12.30)
H (12.68, 15.02, 12.71)
H (13.70, 15.66, 14.83)
H (13.57, 14.16, 16.80)
H (10.45, 12.78, 17.55)
H (9.07, 14.03, 18.79)
H (9.74, 14.88, 21.09)
H (12.02, 14.46, 21.95)
H (14.26, 13.42, 21.52)
H (15.83, 12.08, 20.14)
H (17.98, 11.17, 18.46)
H (19.53, 10.13, 20.09)
H (19.77, 8.73, 22.06)
H (19.26, 7.08, 21.48)
H (18.37, 7.86, 22.68)
H (16.37, 7.57, 21.43)
H (14.81, 8.51, 19.70)
O (13.27, 8.70, 12.40)
H (13.61, 8.58, 11.51)
H (12.52, 8.05, 12.37)
O (11.51, 6.42, 12.90)
H (12.09, 5.67, 12.76)
H (10.69, 6.13, 12.47)
S (15.84, 12.22, 12.83)
C (15.12, 11.06, 13.46)
O (17.57, 9.46, 15.19)
H (18.14, 9.03, 15.86)
H (17.18, 10.26, 15.64)